[1]
BrClFHSi | ωB97M-V/def2-TZVPD

XYZ file:
```
5
BrClFHSi, DFT ωB97M-V/def2-TZVPD
F 0.0485 -0.1239 -1.4613
Si 0.1642 -0.2579 0.0953
Cl -0.2933 2.1300 0.6918
Br -1.5123 -1.4543 0.4473
H 1.5929 -0.2938 0.2270
```

Output
SMILES: F[Si@@H](Cl)Br
Energy: -93178.9742 eV
Energy above the lowest of the compared OMol25 structures with the same formula, charge and spin: 145.9 kJ/mol
Orbital gap: 10.2 eV
Spin multiplicity: 1
Strongest force on any atom: 4.75 eV/Å
E_HOMO: -0.394 hartree

---

[2]
C28H26N8RuS | ωB97M-V/def2-TZVPD

XYZ file:
```
64
C28H26N8RuS, DFT ωB97M-V/def2-TZVPD
Ru 0.4619 -1.0476 -1.6355
N 1.7954 -0.4139 -5.6563
C 1.6741 -0.7591 -4.3726
S 1.3003 0.5086 -3.2228
N 1.8783 -2.0349 -4.0730
N 1.8174 -2.2266 -2.7259
C 2.5417 -3.1440 -2.1890
C 2.7579 -3.1143 -0.7383
C 4.0177 -3.3498 -0.2190
C 4.3014 -2.8958 1.0661
C 3.3498 -2.1966 1.7856
C 2.0542 -2.0403 1.2874
N 1.8092 -2.5670 0.0724
H 1.6473 0.5324 -5.9559
H 2.0870 -1.1108 -6.3219
H 3.1892 -3.7635 -2.7988
H 4.7777 -3.7977 -0.8410
H 5.2907 -3.0401 1.4767
H 3.5917 -1.7744 2.7465
H 0.0056 -1.6962 1.5876
N -5.1953 7.2946 -0.3562
C -4.6059 6.3144 -0.4579
C -3.8724 5.0898 -0.5823
C -2.4914 5.1213 -0.7580
C -1.7930 3.9330 -0.8729
C -2.4569 2.7080 -0.8180
C -3.8406 2.6903 -0.6403
C -4.5492 3.8721 -0.5227
C -1.6993 1.4404 -0.9414
C -0.6971 1.1926 0.0232
C -0.5650 1.9283 1.2834
C 0.3741 1.3322 2.0163
C 0.9680 0.1873 1.2493
N 0.2225 0.2282 -0.0161
C -2.0764 0.5385 -1.9553
C -3.0307 0.7484 -2.9907
C -3.0822 -0.4137 -3.7418
C -2.1742 -1.3005 -3.1606
N -1.5819 -0.7417 -2.0804
H -1.9746 6.0691 -0.8111
H -0.7207 3.9562 -1.0201
H -4.3625 1.7439 -0.5879
H -5.6206 3.8573 -0.3807
H -1.1558 2.7870 1.5537
H 0.7080 1.6409 2.9917
H 2.0187 0.4426 1.0375
H -3.6034 1.6485 -3.1361
H -3.7064 -0.6143 -4.5958
H -1.9269 -2.3082 -3.4610
C 1.9801 -0.4411 4.1731
C 0.9030 -1.3010 3.4766
C -0.4945 -0.8567 3.9308
C 1.0172 -2.7695 3.9229
C 0.9412 -1.2357 1.9177
N 0.4884 -2.5021 -0.4103
H 2.5010 -1.0140 4.9405
H 1.5395 0.4182 4.6769
H 2.7358 -0.0472 3.4927
H -0.5378 -0.8620 5.0201
H -1.2538 -1.5501 3.5642
H -0.7647 0.1415 3.5934
H 0.7363 -2.8459 4.9731
H 2.0173 -3.1857 3.8339
H 0.3333 -3.4037 3.3543
```

Output
Charge: +1
Energy: -54785.8799 eV
Orbital gap (alpha / beta): 5.5 / 6.6 eV
Spin multiplicity: 6
Strongest force on any atom: 0.98 eV/Å
E_HOMO (alpha / beta): -0.353 / -0.414 hartree

---

[3]
C6H13N2SSi | ωB97M-V/def2-TZVPD

XYZ file:
```
23
C6H13N2SSi, DFT ωB97M-V/def2-TZVPD
C 1.5788 -0.2613 0.5021
C -0.1166 -1.7224 1.0283
C 1.2696 -2.3731 1.1726
C 0.8678 2.1004 -0.7945
C -2.0743 1.4001 0.8631
C -1.3179 0.5578 -2.2880
N 0.3114 -0.4277 0.4288
N 2.2276 -1.2912 0.8962
Si -0.7592 1.2106 -0.5378
S 2.3582 0.9563 -0.5416
H -0.8976 -2.0572 0.4069
H -0.4079 -1.5312 2.1069
H 1.5629 -2.7305 2.1286
H 1.4789 -3.1266 0.2874
H 0.9420 2.2389 -2.0100
H 0.9359 3.0533 -0.2061
H -1.5675 1.0330 1.8294
H -2.3903 2.4612 0.8785
H -2.9565 0.7511 0.6251
H -1.1502 -0.5559 -2.2966
H -2.3245 0.6272 -2.4459
H -0.8029 1.0557 -3.0374
H 3.2323 -1.3686 1.0039
```

Output
Charge: +1
Energy: -28119.3166 eV
Energy above the lowest of the compared OMol25 structures with the same formula, charge and spin: 104.0 kJ/mol
Orbital gap: 9.7 eV
Spin multiplicity: 1
Strongest force on any atom: 4.25 eV/Å
E_HOMO: -0.479 hartree